{
  "formula": "C11H12O4",
  "method": "the ωB97M-V functional and the def2-TZVPD basis",
  "spin_multiplicity": 1,
  "gap_ev": 8.91,
  "relative_energy_kcal_mol": 65.3,
  "total_charge": 0,
  "elements": ["C", "C", "C", "C", "C", "C", "C", "C", "C", "C", "C", "O", "O", "O", "O", "H", "H", "H", "H", "H", "H", "H", "H", "H", "H", "H", "H"],
  "positions_angstrom": [[2.2913, 3.0296, 0.1486], [1.5778, 2.9778, 1.3714], [1.9091, 2.2873, -0.9516], [0.4230, 2.2256, 1.4140], [0.7702, 1.4838, -0.8285], [0.0491, 1.3842, 0.3565], [-1.8781, 0.1437, -0.9129], [-1.1312, 0.4409, 0.3375], [-0.7122, -1.9933, -0.7581], [-0.3605, -1.4295, 0.6461], [-1.3663, -3.4053, -0.8681], [-2.7607, 0.8041, -1.3874], [-1.5084, -1.0613, -1.5152], [0.9869, -1.4209, 0.7857], [-0.9739, -2.1365, 1.6362], [3.1249, 3.7378, 0.2767], [1.6911, 3.5776, 2.2380], [2.5302, 2.5097, -1.7362], [-0.2231, 2.1589, 2.2412], [0.4696, 1.0041, -1.6450], [-1.6261, 0.6496, 1.2044], [0.1235, -2.1450, -1.4622], [-0.4743, -4.1110, -0.8386], [-1.7239, -3.5878, -1.9202], [-2.1788, -3.4323, -0.0937], [1.3567, -1.4541, -0.0854], [-0.3861, -2.2378, 2.3471]],
  "forces_ev_per_a": [[0.20, 0.96, 2.97], [-1.48, -0.71, -1.59], [-0.95, 0.63, 2.99], [-0.15, -1.67, -0.92], [2.10, 2.04, 2.31], [-0.02, 0.05, -1.97], [-0.35, -0.67, -0.24], [4.05, -2.76, 0.17], [-0.88, -0.51, -1.98], [-1.41, 1.58, -2.40], [0.61, 0.50, -0.09], [0.58, -0.29, 0.01], [-0.80, 1.23, 0.84], [0.29, 0.24, 1.43], [-1.40, 0.62, -1.32], [-0.06, -0.56, -1.17], [1.00, 0.71, 0.40], [0.78, -0.37, -2.61], [-0.45, 0.34, 1.35], [-1.34, -2.21, -3.29], [-2.33, 0.15, 1.92], [0.69, 0.58, 0.87], [-1.46, 0.37, 0.96], [-0.06, 0.64, 1.13], [0.88, -0.88, -0.83], [0.61, 0.16, -0.62], [1.36, -0.15, 1.67]]
}